# 1
DFT (the ωB97M-V functional and the def2-TZVPD basis) results for a structure of composition C36H20Br3FN6OS2Ti.

The geometry in ORCA input format:
```
! wB97M-V def2-TZVPD RIJCOSX def2/J DEFGRID3
* xyz 0 1
Ti -0.1446 0.0118 0.5226
Br 6.7522 1.6104 3.0141
C 4.9740 1.0939 2.6389
C 4.0254 1.0972 3.6669
C 2.7234 0.7238 3.4190
C 2.3467 0.3967 2.1175
O 1.0860 0.0995 1.8396
C 3.2995 0.3591 1.0904
C 2.9415 -0.0873 -0.2205
N 1.7441 -0.3805 -0.6036
C 1.5525 -0.8023 -1.9384
C 2.2498 -0.3720 -3.0330
C 1.9450 -0.8929 -4.3113
C 0.9648 -1.8286 -4.4766
C 0.2194 -2.2786 -3.3591
C -0.7886 -3.2695 -3.4226
C -1.4226 -3.6513 -2.2776
C -1.1018 -3.0039 -1.0639
N -0.1945 -2.0642 -0.9690
C 0.4964 -1.7337 -2.0955
C 4.6316 0.7090 1.3676
H 4.3101 1.4075 4.6627
H 1.9811 0.7249 4.2013
H 3.7629 -0.2161 -0.9283
H 3.0232 0.3786 -2.9345
H 2.5055 -0.5401 -5.1663
H 0.7453 -2.2348 -5.4554
H -1.0341 -3.7216 -4.3756
H -2.1804 -4.4218 -2.2810
H -1.6210 -3.2607 -0.1476
H 5.3738 0.6777 0.5803
Br -5.6210 0.1747 -3.8499
C -4.1937 0.1697 -2.6298
C -4.1841 -0.7145 -1.5666
C -3.0876 -0.7003 -0.7268
N -2.0490 0.1282 -0.8727
C -2.1000 1.0194 -1.8742
C -3.1438 1.0527 -2.7899
C -0.9800 1.9826 -1.9542
C -1.0799 3.1651 -2.6607
C 0.0017 4.0379 -2.6358
Br -0.0983 5.6625 -3.5728
C 1.1274 3.7139 -1.9123
C 1.1309 2.5040 -1.2308
N 0.1089 1.6553 -1.2495
H -4.9957 -1.4045 -1.3903
H -3.0325 -1.3777 0.1126
H -3.1335 1.7458 -3.6169
H -1.9791 3.4330 -3.1939
H 1.9701 4.3832 -1.8307
H 1.9865 2.2363 -0.6298
S -1.2744 1.9307 1.3857
C -0.0496 2.6676 2.4687
S 1.2536 3.4905 1.7979
C -0.2638 2.4793 3.8221
C 0.6653 2.9739 4.7842
N 1.4144 3.3145 5.5912
C -1.3797 1.7598 4.3374
N -2.2835 1.1781 4.7547
F -2.7465 -4.1486 4.3647
C -2.2408 -3.2348 3.5112
C -2.9417 -2.0719 3.2820
C -2.4064 -1.1366 2.4043
C -1.2008 -1.3564 1.7370
C -0.5151 -2.5409 2.0346
C -1.0204 -3.4888 2.9139
H -3.8618 -1.8795 3.8161
H -2.9320 -0.1977 2.2776
H 0.4522 -2.7387 1.5823
H -0.4832 -4.3979 3.1479
*
```

Output
LUMO level: -1.53 eV
Total energy: -11255.48591 Eh
Frontier orbital gap: 5.4 eV

---

# 2
DFT (the ωB97M-V functional and the def2-TZVPD basis) results for a structure of composition C36H21F15GeN5O5SSr in a non-equilibrium geometry.

The geometry in ORCA input format:
```
! wB97M-V def2-TZVPD RIJCOSX def2/J DEFGRID3
* xyz -1 1
Sr 0.6464 -0.1573 2.7047
C 3.3872 1.4591 3.7709
C 3.5745 1.6910 2.2741
N 2.4952 1.0690 1.4866
C 1.7965 1.9920 0.5860
C 0.7190 2.7629 1.2954
C 0.4443 4.1008 1.0208
C -0.5638 4.7282 1.7311
C -1.2634 4.0192 2.7003
C -0.9463 2.6837 2.8959
C -1.6369 1.8114 3.9177
N -0.6440 1.0688 4.7059
C 0.1355 1.8974 5.6382
C 1.6379 1.6265 5.5134
N 2.0552 1.9124 4.1525
N 0.0198 2.0900 2.2041
H 4.1892 1.9717 4.3257
H 3.4414 0.3920 3.9776
H 4.5540 1.3059 1.9821
H 3.5755 2.7700 2.0783
H 2.8698 0.3068 0.9285
H 1.3009 1.3772 -0.1751
H 2.4845 2.6735 0.0713
H 1.0013 4.6260 0.2562
H -0.7949 5.7692 1.5429
H -2.0451 4.4956 3.2776
H -2.2362 1.0773 3.3702
H -2.3032 2.4192 4.5428
H -1.1142 0.3304 5.2136
H -0.1752 1.7351 6.6747
H -0.0379 2.9514 5.3980
H 1.8336 0.5678 5.7026
H 2.1725 2.2274 6.2658
H 1.9883 2.9104 3.9752
O 1.4956 -5.7157 -0.0465
C 1.2242 -4.5693 0.6206
C 0.0165 -3.8934 0.4591
C -0.1606 -2.7091 1.1468
N 0.7628 -2.2662 1.9823
C 1.9105 -2.9049 2.1645
C 2.2041 -4.0662 1.4806
C 2.8156 -2.1462 3.1449
O 4.0264 -2.3612 3.1554
O 2.1783 -1.2883 3.8496
C -1.3265 -1.7219 1.0277
O -2.0527 -1.7851 0.0271
O -1.4183 -0.8975 1.9855
H 0.7739 -5.9242 -0.6521
H -0.7611 -4.2663 -0.1933
H 3.1495 -4.5759 1.6029
F -1.3421 -0.1976 -5.6002
C -0.8322 0.8983 -5.0134
C -0.6944 0.9334 -3.6385
C -0.2796 2.1376 -3.0965
F -0.1827 2.2929 -1.7683
C 0.0390 3.2347 -3.8770
F 0.4355 4.3891 -3.3170
C -0.0548 3.1403 -5.2533
F 0.2571 4.1890 -6.0203
C -0.5020 1.9658 -5.8294
F -0.6229 1.8848 -7.1610
Ge -0.8453 -0.7518 -2.4696
S 0.8649 -0.6849 -1.2145
C -0.2504 -2.3104 -3.6284
C -0.6375 -3.5748 -3.2167
F -1.6847 -3.7105 -2.3860
C 0.0202 -4.7295 -3.5941
F -0.3318 -5.9231 -3.0737
C 1.0716 -4.6505 -4.4866
F 1.7048 -5.7566 -4.8830
C 1.4626 -3.4110 -4.9571
F 2.4713 -3.3284 -5.8335
C 0.8322 -2.2703 -4.4891
F 1.3445 -1.0991 -4.8886
C -2.8570 -0.7567 -2.5602
C -3.4759 0.1967 -1.7723
F -2.7186 1.0203 -1.0359
C -4.8460 0.3576 -1.7318
F -5.4166 1.2936 -0.9626
C -5.6413 -0.4611 -2.5146
F -6.9685 -0.3177 -2.5006
C -5.0537 -1.4076 -3.3307
F -5.8249 -2.1744 -4.1127
C -3.6733 -1.5437 -3.3457
F -3.1667 -2.4449 -4.1980
*
```

Output
LUMO level: 1.89 eV
Energy relative to the best compared isomer or geometry (same formula, charge and spin): 299.6 kJ/mol
Total energy: -6038.45370 Eh
Frontier orbital gap: 7.1 eV